1.
A molecular structure, Ag3F at a distorted geometry, computed with ωB97M-V with the def2-TZVPD basis set.

Computed properties:
2S+1: 4
E_tot (eV): -14617.7513
Kohn-Sham gap (spin up / spin down) (eV): 13.4 / 8.0
HOMO level (spin up / spin down) (eV): -39.88 / -39.47
LUMO (spin up / spin down) (eV): -26.428 / -31.510
Net charge: +5

Structure (XYZ):
```
4
Ag3F | the Open Molecules 2025 dataset | ωB97M-V with the def2-TZVPD basis set
Ag 1.93 -1.40 -1.05
Ag 0.07 1.63 1.53
F 0.12 -0.23 0.18
Ag -2.12 -0.01 -0.66
```

=====

2.
A molecular structure, CHF4HgNO4S2 at a distorted geometry, computed with ωB97M-V with the def2-TZVPD basis set.

Computed properties:
E_tot (eV): -47442.1292
Kohn-Sham gap (spin up / spin down) (eV): 6.4 / 6.4
ΔE to the lowest compared entry with this formula, charge and spin (kcal/mol): 15.6
HOMO level (spin up / spin down) (eV): -10.04 / -10.05
LUMO (spin up / spin down) (eV): -3.681 / -3.679

Structure (XYZ):
```
14
CHF4HgNO4S2 | the Open Molecules 2025 dataset | ωB97M-V with the def2-TZVPD basis set
F -1.99 0.14 -1.47
S 1.53 0.11 -1.15
O -1.01 -0.86 2.00
O -0.58 1.23 0.68
F 2.44 1.35 1.76
F -3.19 -0.29 0.25
O 2.93 -0.40 -1.09
N 0.83 -0.75 0.28
Hg 0.91 2.29 0.11
C -2.08 -0.60 -0.38
S -0.62 -0.28 0.73
H 2.02 0.13 1.41
F -2.08 -1.89 -0.70
O 0.89 -0.18 -2.45
```

=====

3.
A gas-phase ion, C5H15N2O (charge +2) at a distorted geometry, computed with ωB97M-V with the def2-TZVPD basis set.

Computed properties:
2S+1: 2
E_tot (eV): -10434.0436
Kohn-Sham gap (spin up / spin down) (eV): 11.7 / 5.9
ΔE to the lowest compared entry with this formula, charge and spin (kcal/mol): 104.4
HOMO level (spin up / spin down) (eV): -19.05 / -19.02
LUMO (spin up / spin down) (eV): -7.375 / -13.151
Net charge: +2

Structure (XYZ):
```
23
C5H15N2O | the Open Molecules 2025 dataset | ωB97M-V with the def2-TZVPD basis set
H -1.10 -1.87 3.17
N 0.74 0.14 0.98
O -0.39 -0.51 -3.22
C 0.50 -1.21 1.65
H -0.80 -0.17 3.33
H 1.13 0.92 1.60
H -0.10 -0.10 -3.99
N 1.25 0.73 -1.49
H 1.50 -1.65 1.75
C -0.42 0.73 0.35
H -0.34 2.17 -1.06
H 0.41 -1.34 3.93
H -1.68 1.05 -2.70
C -1.04 0.19 -2.24
C -0.29 -1.13 3.08
H -0.09 -2.02 1.04
H -1.62 -0.54 -1.66
C -0.17 1.01 -1.20
H 1.71 0.38 -0.54
H -1.30 -0.06 0.43
H 1.66 1.61 -1.90
H -0.84 1.72 0.86
H 1.31 -0.06 -2.16
```